# 1
92
Properties=species:S:1:pos:R:3:lowdin_charge:R:1 method="wB97M-V/def2-TZVPD" homo_ha=-0.226 relative_energy_kcal_mol=7.5 orbital_gap_ev=5.2
Hf -1.52 -0.19 -0.32 1.5083
C 7.49 9.77 -0.41 -0.0277
O 7.70 8.33 -0.27 -0.0819
C 6.69 7.53 -0.66 -0.2763
C 5.34 7.89 -0.96 -0.0073
C 4.45 6.94 -1.40 -0.0176
C 4.82 5.58 -1.60 -0.1702
C 6.17 5.26 -1.34 -0.0360
C 7.06 6.18 -0.86 -0.0067
C 3.84 4.57 -1.81 -0.2440
N 2.53 4.86 -1.95 0.1785
C 1.90 3.65 -1.90 -0.1633
C 2.82 2.56 -1.84 -0.1004
N 4.07 3.17 -1.75 0.1721
C 2.43 1.21 -1.61 -0.0672
C 3.27 0.05 -1.77 0.0383
C 2.70 -1.14 -1.39 -0.0230
C 1.34 -1.24 -1.05 -0.1274
N 0.56 -0.16 -0.99 -0.1185
C 1.04 1.06 -1.38 -0.2457
C 0.11 2.16 -1.43 -0.1566
N -1.25 1.84 -1.21 -0.0235
C -2.14 2.80 -1.36 -0.1079
C -1.80 4.14 -1.53 -0.0342
C -0.50 4.51 -1.76 0.0479
C 0.48 3.47 -1.78 -0.0593
H 8.50 10.18 -0.22 0.1038
H 6.78 10.15 0.26 0.0648
H 7.15 9.97 -1.45 0.1036
H 5.09 8.93 -0.84 0.0956
H 3.43 7.21 -1.71 0.1209
H 6.49 4.23 -1.60 0.1142
H 8.09 5.90 -0.60 0.1245
H 4.98 2.75 -1.51 0.1638
H 4.29 0.21 -2.05 0.1095
H 3.29 -2.04 -1.32 0.1122
H 0.89 -2.22 -0.83 0.1002
H -3.16 2.49 -1.39 0.1130
H -2.58 4.85 -1.67 0.1025
H -0.24 5.56 -1.94 0.1289
N -4.91 -1.29 -2.54 0.2026
C -3.76 -1.18 -1.89 -0.4673
O -3.44 -0.06 -1.34 -0.1617
C -2.78 -2.36 -1.88 -0.3663
I -0.58 -0.29 -3.95 -0.0561
H -5.60 -0.49 -2.56 0.1573
H -5.13 -2.10 -3.09 0.1235
H -3.42 -3.26 -1.80 0.0796
H -2.29 -2.34 -2.88 0.0273
C -1.83 -2.27 -0.74 -0.4484
Ge -2.10 -3.73 0.48 0.8899
C -1.19 -3.35 2.18 -0.2577
C -1.74 -3.16 3.46 -0.1010
C -0.96 -3.10 4.62 -0.0906
C 0.42 -3.26 4.51 -0.0837
C 1.02 -3.42 3.24 -0.0862
C 0.23 -3.36 2.09 -0.1461
C -1.36 -5.36 -0.21 -0.2674
C -2.00 -5.90 -1.33 -0.1131
C -1.88 -7.28 -1.61 -0.0889
C -0.96 -8.09 -0.96 -0.0959
C -0.19 -7.49 0.03 -0.0925
C -0.38 -6.16 0.43 -0.0770
C -3.92 -3.94 1.22 -0.2580
C -4.65 -2.82 1.78 -0.1096
C -5.82 -3.02 2.48 -0.1082
C -6.41 -4.29 2.59 -0.1027
C -5.78 -5.34 1.97 -0.0859
C -4.55 -5.16 1.26 -0.1001
H -2.82 -2.89 3.57 0.1051
H -1.40 -2.97 5.59 0.0961
H 1.08 -3.32 5.35 0.0861
H 2.09 -3.48 3.23 0.0907
H 0.71 -3.34 1.12 0.0808
H -2.65 -5.29 -1.93 0.0845
H -2.43 -7.65 -2.49 0.1048
H -0.90 -9.11 -1.17 0.0838
H 0.63 -8.04 0.51 0.1010
H 0.24 -5.70 1.20 0.0820
H -4.23 -1.79 1.73 0.0976
H -6.20 -2.22 3.11 0.0985
H -7.32 -4.40 3.16 0.0958
H -6.19 -6.35 2.06 0.0955
H -4.05 -6.01 0.81 0.0910
F -2.77 2.62 3.56 0.1427
C -1.74 2.59 2.71 -0.5976
F -0.65 3.15 3.18 0.1856
F -2.14 3.24 1.55 0.0981
S -1.51 0.75 2.34 0.6312
O -0.34 0.72 1.35 -0.3835
O -1.37 0.03 3.56 -0.2067
O -2.72 0.34 1.52 -0.3867


# 2
44
Properties=species:S:1:pos:R:3:nbo_charge:R:1 method="wB97M-V/def2-TZVPD" smiles="NC(N)=O.CCO.CCO.CO.CO.CO" homo_ha=-0.351 relative_energy_kcal_mol=13.2 orbital_gap_ev=10.0
N 15.13 4.69 9.76 -0.8695
C 13.93 4.82 9.07 0.8014
N 13.00 3.95 9.55 -0.8456
O 13.72 5.71 8.25 -0.7094
H 15.99 5.13 9.42 0.4020
H 15.22 4.37 10.71 0.3982
H 13.29 3.09 9.95 0.3935
H 12.05 4.04 9.18 0.4348
C 7.07 5.84 10.47 -0.6662
C 6.93 4.55 9.61 -0.0741
O 7.69 3.45 10.08 -0.7381
H 7.28 5.59 11.53 0.2094
H 6.14 6.41 10.57 0.2222
H 7.81 6.61 10.24 0.2242
H 7.18 4.70 8.55 0.1839
H 5.90 4.15 9.62 0.1681
H 7.51 3.34 11.02 0.4719
C 14.32 5.40 4.91 -0.6371
C 12.85 5.33 5.27 -0.0630
O 12.43 6.48 5.95 -0.7454
H 14.61 4.53 4.34 0.1994
H 14.94 5.41 5.81 0.2124
H 14.48 6.22 4.22 0.2108
H 12.62 4.37 5.79 0.1461
H 12.18 5.32 4.40 0.1667
H 12.83 6.36 6.82 0.4960
C 9.59 5.24 7.59 -0.2797
O 10.26 4.71 8.70 -0.7466
H 10.33 5.96 7.20 0.2245
H 9.38 4.49 6.79 0.1612
H 8.70 5.73 7.95 0.1606
H 9.64 4.06 9.06 0.4861
C 11.36 6.54 11.11 -0.2449
O 12.66 7.10 10.96 -0.7413
H 11.08 6.75 12.14 0.1743
H 10.59 6.89 10.39 0.1642
H 11.46 5.46 10.94 0.1651
H 12.94 7.05 10.03 0.4797
C 6.21 6.29 6.32 -0.2504
O 7.35 6.62 5.55 -0.7246
H 5.31 6.60 5.74 0.1909
H 6.09 5.21 6.50 0.1581
H 6.16 6.72 7.37 0.1542
H 8.16 6.15 5.78 0.4758


# 3
16
Properties=species:S:1:pos:R:3:nbo_charge:R:1 method="wB97M-V/def2-TZVPD" homo_ha="-0.469 / -0.469" relative_energy_kcal_mol=54.0 charge=+1 orbital_gap_ev="7.9 / 7.9"
C -0.81 1.88 -0.63 0.1367
C -2.13 -0.07 -0.07 0.4880
C 0.19 -0.57 0.21 0.0507
C 2.89 -1.00 0.33 -0.7687
N 0.24 1.41 -0.75 -0.3390
N -1.98 1.23 0.02 -0.5480
N -1.11 -0.93 -0.06 -0.6110
S 1.46 -1.48 -0.65 0.4097
Cl -3.72 -0.66 0.01 0.1671
Cl 0.53 -0.06 1.84 0.1155
H -1.06 2.82 -1.11 0.2197
H 3.64 -0.93 -0.39 0.2468
H 3.40 -1.63 1.19 0.2680
H 2.67 0.03 0.70 0.2561
H -2.84 1.77 -0.13 0.4449
H -1.38 -1.82 -0.53 0.4633


Number 1: electronic energy -146690.4760 eV. Number 2: electronic energy -24014.0625 eV. Number 3: electronic energy -44585.6742 eV.